Entry 1:
{"formula": "C21H24N2O3", "method": "wB97M-V/def2-TZVPD", "total_energy_ev": -31290.457, "smiles": "O=C(CCC(=O)N1CCOc2ccccc21)NCCCc1ccccc1", "homo_ev": -8.723, "lumo_energy_ev": 0.63, "e_above_lowest_kcal_mol": 15.52, "species": ["O", "C", "C", "C", "C", "O", "N", "C", "C", "O", "C", "C", "C", "C", "C", "C", "N", "C", "C", "C", "C", "C", "C", "C", "C", "C", "H", "H", "H", "H", "H", "H", "H", "H", "H", "H", "H", "H", "H", "H", "H", "H", "H", "H", "H", "H", "H", "H", "H", "H"], "coordinates": [[1.103, 1.866, 2.935], [1.255, 1.347, 1.846], [1.397, 2.168, 0.565], [0.098, 2.161, -0.257], [0.051, 1.018, -1.249], [0.704, -0.004, -1.107], [-0.730, 1.175, -2.354], [-0.559, 0.245, -3.457], [0.094, 1.013, -4.602], [-0.723, 2.084, -5.027], [-1.466, 2.703, -4.069], [-2.244, 3.781, -4.482], [-3.059, 4.442, -3.587], [-3.128, 4.016, -2.270], [-2.364, 2.945, -1.849], [-1.500, 2.297, -2.726], [1.323, 0.020, 1.646], [1.094, -0.943, 2.696], [-0.244, -1.661, 2.515], [-0.503, -2.674, 3.636], [0.517, -3.778, 3.631], [1.557, -3.796, 4.551], [2.507, -4.802, 4.524], [2.430, -5.804, 3.573], [1.397, -5.796, 2.651], [0.449, -4.790, 2.681], [2.222, 1.778, -0.032], [1.625, 3.192, 0.862], [-0.745, 2.071, 0.431], [-0.008, 3.103, -0.797], [-1.537, -0.137, -3.766], [0.075, -0.577, -3.125], [1.068, 1.400, -4.270], [0.243, 0.379, -5.478], [-2.188, 4.075, -5.517], [-3.652, 5.280, -3.919], [-3.785, 4.510, -1.571], [-2.454, 2.591, -0.836], [1.324, -0.314, 0.688], [1.910, -1.674, 2.697], [1.105, -0.392, 3.639], [-1.045, -0.919, 2.508], [-0.245, -2.173, 1.549], [-1.500, -3.100, 3.498], [-0.483, -2.155, 4.596], [1.622, -3.016, 5.296], [3.309, -4.803, 5.247], [3.171, -6.590, 3.551], [1.330, -6.577, 1.908], [-0.359, -4.791, 1.962]]}

---

Entry 2:
{"formula": "C21H24N2O5", "method": "wB97M-V/def2-TZVPD", "total_energy_ev": -35383.785, "smiles": "COc1ccc(OCC(=O)N2CCN(C(=O)COc3ccccc3)CC2)cc1", "homo_ev": -8.159, "lumo_energy_ev": 0.57, "e_above_lowest_kcal_mol": 70.53, "species": ["C", "O", "C", "C", "C", "C", "O", "C", "C", "O", "N", "C", "C", "N", "C", "O", "C", "O", "C", "C", "C", "C", "C", "C", "C", "C", "C", "C", "H", "H", "H", "H", "H", "H", "H", "H", "H", "H", "H", "H", "H", "H", "H", "H", "H", "H", "H", "H", "H", "H", "H", "H"], "coordinates": [[-7.542, -2.301, 1.394], [-6.917, -2.406, 0.139], [-5.993, -1.464, -0.207], [-5.596, -0.401, 0.592], [-4.646, 0.505, 0.143], [-4.084, 0.360, -1.115], [-3.142, 1.199, -1.663], [-2.738, 2.327, -0.926], [-1.957, 2.034, 0.361], [-2.230, 2.622, 1.392], [-0.979, 1.107, 0.298], [-0.419, 0.505, -0.891], [1.015, 1.010, -1.085], [1.805, 0.739, 0.102], [2.797, -0.184, 0.032], [3.092, -0.736, -1.006], [3.553, -0.470, 1.337], [4.616, -1.357, 1.134], [5.682, -0.952, 0.378], [6.653, -1.925, 0.145], [7.788, -1.620, -0.575], [7.976, -0.340, -1.073], [7.015, 0.625, -0.844], [5.870, 0.331, -0.121], [1.239, 1.334, 1.291], [-0.197, 0.829, 1.485], [-4.477, -0.710, -1.919], [-5.417, -1.609, -1.472], [-6.818, -2.373, 2.213], [-8.102, -1.365, 1.487], [-8.232, -3.141, 1.451], [-6.014, -0.256, 1.575], [-4.360, 1.312, 0.797], [-2.102, 2.906, -1.604], [-3.597, 2.949, -0.645], [-0.403, -0.582, -0.755], [-1.023, 0.734, -1.766], [1.009, 2.091, -1.265], [1.490, 0.501, -1.924], [2.888, -0.986, 2.038], [3.902, 0.467, 1.793], [6.487, -2.916, 0.538], [8.530, -2.384, -0.752], [8.864, -0.100, -1.639], [7.148, 1.625, -1.231], [5.132, 1.105, 0.028], [1.215, 2.423, 1.158], [1.834, 1.104, 2.172], [-0.190, -0.253, 1.659], [-0.670, 1.336, 2.327], [-4.032, -0.814, -2.895], [-5.728, -2.438, -2.086]]}

---

Entry 3:
{"formula": "C21H24N2O5S", "method": "wB97M-V/def2-TZVPD", "total_energy_ev": -46219.125, "smiles": "COc1ccc(S(=O)(=O)N2Cc3ccccc3C[C@@H]2C(=O)N2CCOCC2)cc1", "homo_ev": -8.707, "lumo_energy_ev": 0.63, "e_above_lowest_kcal_mol": 51.43, "species": ["C", "O", "C", "C", "C", "C", "S", "O", "O", "N", "C", "C", "C", "C", "C", "C", "C", "C", "C", "C", "O", "N", "C", "C", "O", "C", "C", "C", "C", "H", "H", "H", "H", "H", "H", "H", "H", "H", "H", "H", "H", "H", "H", "H", "H", "H", "H", "H", "H", "H", "H", "H", "H"], "coordinates": [[-5.882, -1.671, -0.115], [-4.644, -2.205, -0.528], [-3.508, -1.723, 0.028], [-3.463, -0.746, 1.022], [-2.240, -0.302, 1.489], [-1.073, -0.823, 0.970], [0.483, -0.131, 1.501], [1.521, -1.110, 1.373], [0.303, 0.485, 2.785], [0.867, 1.132, 0.464], [0.026, 2.299, 0.620], [-1.275, 2.148, -0.117], [-2.435, 2.756, 0.344], [-3.637, 2.566, -0.310], [-3.688, 1.751, -1.430], [-2.536, 1.148, -1.894], [-1.318, 1.347, -1.253], [-0.086, 0.685, -1.800], [1.169, 0.850, -0.926], [2.055, -0.405, -1.039], [1.659, -1.391, -1.634], [3.310, -0.307, -0.565], [3.816, 0.709, 0.331], [5.279, 0.996, -0.031], [6.069, -0.166, 0.018], [5.569, -1.150, -0.860], [4.124, -1.511, -0.527], [-1.099, -1.826, 0.017], [-2.315, -2.274, -0.453], [-6.072, -1.871, 0.944], [-6.634, -2.177, -0.717], [-5.932, -0.594, -0.298], [-4.366, -0.324, 1.431], [-2.179, 0.448, 2.261], [-0.141, 2.422, 1.691], [0.580, 3.174, 0.254], [-2.389, 3.378, 1.227], [-4.533, 3.046, 0.055], [-4.624, 1.590, -1.943], [-2.571, 0.512, -2.767], [0.124, 1.089, -2.795], [-0.281, -0.383, -1.933], [1.752, 1.706, -1.297], [3.233, 1.623, 0.262], [3.753, 0.334, 1.360], [5.717, 1.694, 0.684], [5.324, 1.434, -1.042], [6.219, -2.019, -0.745], [5.628, -0.786, -1.898], [3.719, -2.217, -1.252], [4.060, -1.946, 0.476], [-0.169, -2.233, -0.349], [-2.373, -3.047, -1.203]]}

---

Entry 4:
{"formula": "C21H24N3ORh", "method": "wB97M-V/def2-TZVPD", "total_energy_ev": -31676.706, "homo_ev": [-14.411, -14.411], "lumo_energy_ev": [-8.43, -8.43], "total_charge": 2, "species": ["Rh", "O", "C", "C", "C", "C", "C", "C", "N", "H", "H", "H", "H", "H", "H", "H", "C", "C", "C", "C", "C", "C", "C", "C", "C", "C", "N", "C", "C", "C", "C", "C", "N", "H", "H", "H", "H", "H", "H", "H", "H", "H", "H", "H", "H", "H", "H", "H", "H", "H"], "coordinates": [[1.353, -0.006, -0.680], [3.478, -0.166, -0.454], [4.001, 0.052, 0.866], [2.833, 0.086, 1.808], [3.008, 0.203, 3.176], [1.900, 0.222, 4.004], [0.630, 0.111, 3.449], [0.511, -0.003, 2.084], [1.598, -0.016, 1.292], [4.169, -0.153, -1.127], [4.549, 0.996, 0.908], [4.677, -0.761, 1.133], [4.009, 0.275, 3.579], [2.023, 0.318, 5.074], [-0.259, 0.117, 4.064], [-0.447, -0.103, 1.592], [1.231, -2.596, -1.443], [0.117, -2.221, -2.418], [-1.186, -2.085, -1.674], [-2.076, -3.143, -1.618], [-3.227, -3.050, -0.849], [-3.484, -1.905, -0.120], [-2.621, -0.811, -0.147], [-2.964, 0.383, 0.717], [-4.165, 1.178, 0.197], [-1.480, -0.913, -0.958], [-0.556, 0.171, -1.074], [-0.933, 1.412, -1.357], [0.031, 2.399, -1.265], [0.104, 3.793, -1.426], [1.417, 4.156, -1.161], [2.119, 2.987, -0.849], [1.293, 1.934, -0.941], [2.215, -2.687, -1.897], [0.993, -3.504, -0.889], [1.304, -1.854, -0.592], [0.044, -3.001, -3.177], [0.365, -1.296, -2.953], [-1.872, -4.045, -2.181], [-3.916, -3.883, -0.807], [-4.374, -1.853, 0.496], [-2.104, 1.046, 0.838], [-3.207, 0.012, 1.716], [-3.959, 1.666, -0.758], [-4.452, 1.949, 0.910], [-5.022, 0.524, 0.045], [-1.961, 1.598, -1.642], [-0.712, 4.438, -1.713], [1.842, 5.145, -1.192], [3.161, 2.884, -0.587]]}